DFT (the ωB97M-V functional and the def2-TZVPD basis) results for a 10-piece molecular cluster, C35H78ClFN10O13S overall in a non-equilibrium geometry.

Orbital gap in eV: 9.197
Lowest unoccupied orbital energy in eV: 0.34
E in Eh: -3864.31715
Relative energy (zero: lowest compared OMol25 entry of this formula, charge and spin) in kJ/mol: 0.0
SMILES: CC[C@@H](Cl)N(CCCOC(C)=O)S(=O)(=O)F.CN(C)C=O.CN(C)C=O.CN(C)C=O.CN(C)C=O.CN(C)C=O.CN(C)C=O.CN(C)C=O.CN(C)C=O.CN(C)C=O

ORCA input file:
```
! wB97M-V def2-TZVPD RIJCOSX def2/J DEFGRID3
* xyz 0 1
C -0.46115 -1.89261 -5.07755
C 0.22633 -3.24088 -5.38543
C 1.34090 -3.65218 -4.41442
Cl 2.16564 -5.10367 -5.18626
N 2.37703 -2.68797 -4.10493
C 2.15902 -1.71269 -3.03157
C 1.49021 -2.25670 -1.76604
C 2.30059 -3.31250 -1.00549
O 1.78156 -4.63075 -1.29067
C 2.02141 -5.49792 -0.29031
C 1.03398 -6.63327 -0.04706
O 2.98170 -5.41665 0.43066
S 3.26456 -2.10251 -5.35101
O 2.86366 -2.51288 -6.65009
O 3.32349 -0.67177 -5.24311
F 4.74164 -2.61101 -5.08390
H -1.02596 -1.59039 -5.97000
H 0.21673 -1.06480 -4.86814
H -1.22595 -2.06171 -4.29623
H -0.54731 -4.01662 -5.31452
H 0.52850 -3.26183 -6.43488
H 0.87171 -4.10050 -3.54063
H 1.62341 -0.80339 -3.32436
H 3.14862 -1.34290 -2.72914
H 0.50377 -2.66614 -2.00568
H 1.32813 -1.40871 -1.09698
H 3.37563 -3.28367 -1.20266
H 2.16499 -3.11681 0.06356
H 1.45046 -7.58134 -0.39733
H 0.84718 -6.74372 1.02100
H 0.07312 -6.45863 -0.53876
C 6.30170 3.90797 -5.08835
O 7.35210 4.46437 -4.83360
N 6.18940 2.76434 -5.78168
C 4.90436 2.14524 -6.05858
C 7.39765 2.12565 -6.27239
H 5.33104 4.31405 -4.75922
H 4.88125 1.14482 -5.62819
H 4.76447 2.07613 -7.13937
H 4.09355 2.73281 -5.63265
H 8.05077 1.88494 -5.43251
H 7.92875 2.80935 -6.93610
H 7.14619 1.21578 -6.81093
C -2.15056 -1.15066 -1.28717
O -1.63096 -1.82977 -2.16293
N -2.00829 0.17673 -1.16753
C -2.65722 0.92023 -0.10670
C -1.17871 0.89295 -2.12434
H -2.79123 -1.59133 -0.50937
H -3.32178 1.66944 -0.54117
H -1.90078 1.42171 0.50226
H -3.23893 0.25137 0.52457
H -1.56923 0.74630 -3.13289
H -0.16089 0.49453 -2.08595
H -1.16505 1.95561 -1.88644
C 0.00928 4.58858 -1.13679
O -0.77298 3.95862 -1.82587
N 1.33968 4.60043 -1.28862
C 2.20478 5.37817 -0.42056
C 1.93696 3.81002 -2.35324
H -0.33289 5.21814 -0.29879
H 2.76248 6.09222 -1.01698
H 2.89951 4.71160 0.08632
H 1.61495 5.91431 0.32362
H 1.54242 4.13787 -3.31613
H 1.67967 2.75828 -2.21566
H 3.01722 3.92796 -2.34066
C 7.31226 -7.37840 -2.04547
O 8.16765 -7.27938 -2.89863
N 6.96446 -6.40474 -1.18478
C 5.92842 -6.59002 -0.18353
C 7.65025 -5.12779 -1.26298
H 6.73331 -8.30679 -1.90388
H 5.13545 -5.86141 -0.34159
H 6.35737 -6.44597 0.81081
H 5.50744 -7.59136 -0.24649
H 7.50552 -4.69525 -2.25407
H 8.71950 -5.27656 -1.10563
H 7.26129 -4.44885 -0.50824
C -4.64135 -1.81396 2.18278
O -4.40694 -2.04220 1.00846
N -5.81849 -1.40296 2.66629
C -6.02255 -1.15123 4.08142
C -6.93083 -1.20163 1.74061
H -3.87126 -1.93378 2.96446
H -6.81314 -1.80539 4.45495
H -6.31765 -0.11187 4.22665
H -5.10890 -1.34288 4.64252
H -7.14427 -2.12979 1.23016
H -6.65567 -0.45562 0.99919
H -7.81148 -0.86968 2.28518
C -6.00858 2.67688 5.15395
O -6.83297 1.89147 5.57706
N -4.71599 2.70839 5.51930
C -3.78512 3.67564 4.97233
C -4.23600 1.74193 6.49475
H -6.26749 3.45056 4.41160
H -2.97223 3.15281 4.46449
H -3.37175 4.28154 5.78105
H -4.28614 4.32830 4.26010
H -4.39910 0.73198 6.11411
H -4.79656 1.85638 7.42190
H -3.18059 1.89360 6.68814
C -3.22761 2.37076 9.72955
O -2.38437 2.34983 8.85711
N -3.51201 3.43471 10.49985
C -4.53550 3.39106 11.52664
C -2.76789 4.66559 10.29390
H -3.84647 1.48894 9.96469
H -5.30035 4.13977 11.31157
H -4.08658 3.60485 12.49862
H -5.00157 2.40882 11.56032
H -2.91079 5.01176 9.26943
H -1.70455 4.47986 10.44913
H -3.10974 5.42917 10.98743
C -9.24384 -2.19214 -0.85925
O -8.20876 -1.63156 -0.56479
N -9.32449 -3.32079 -1.58528
C -10.59402 -3.94374 -1.90337
C -8.09440 -3.93182 -2.06475
H -10.22818 -1.80766 -0.54354
H -10.61605 -4.95672 -1.49614
H -10.71658 -3.98983 -2.98737
H -11.41710 -3.37341 -1.47811
H -7.45704 -4.18517 -1.21705
H -7.55804 -3.22461 -2.69805
H -8.32071 -4.83074 -2.63217
C 5.39635 6.00956 -0.34434
O 4.89565 5.36981 -1.24800
N 6.67243 5.92049 0.05293
C 7.19509 6.72027 1.14308
C 7.55983 4.99154 -0.63204
H 4.81230 6.74150 0.24258
H 8.01459 7.34214 0.77805
H 7.56650 6.06316 1.93198
H 6.41869 7.36279 1.55355
H 7.61283 5.24760 -1.68959
H 7.16571 3.97844 -0.54277
H 8.55419 5.03579 -0.19554
*
```

***

DFT (the ωB97M-V functional and the def2-TZVPD basis) results for a 6-piece molecular cluster, C35H78FN2O25P6 overall.

Orbital gap in eV: 7.774
Lowest unoccupied orbital energy in eV: -3.13
E in Eh: -5519.21858

ORCA input file:
```
! wB97M-V def2-TZVPD RIJCOSX def2/J DEFGRID3
* xyz 1 1
C -0.25832 -0.63955 0.51769
C -1.14738 -1.85641 0.17720
C -1.42373 -1.99053 -1.33260
C -2.89653 -2.01760 -1.72994
C -3.63865 -3.34893 -1.49593
C -2.87890 -4.58229 -1.87583
C -2.28012 -5.35860 -0.89802
P -2.46497 -4.76513 0.86016
C -3.53909 -6.10022 1.50333
O -1.00498 -5.07734 1.54613
C -1.62277 -6.52106 -1.28339
C -1.00731 -7.49791 -0.31359
O -1.63832 -8.47702 -0.01811
O 0.19782 -7.25461 0.18816
C 1.05741 -6.31749 -0.49510
N 2.29285 -6.28850 0.21964
C -1.57715 -6.88902 -2.61838
C -2.18566 -6.11108 -3.55534
C -2.18978 -6.55780 -4.99493
C -3.46558 -7.31831 -5.33246
F -1.12155 -7.42958 -5.14942
N -2.81014 -4.97012 -3.18753
C -3.45823 -4.14278 -4.23591
C -2.54325 -3.34701 -5.17679
C -1.19288 -2.91579 -4.67105
O -0.33724 -4.05832 -4.52135
C 1.00330 -3.73455 -4.48570
C 1.69327 -3.98680 -3.17914
O 1.56088 -3.30875 -5.45656
H -0.03805 -0.01975 -0.34476
H 0.67201 -0.96002 0.97370
H -0.74629 -0.00369 1.25577
H -2.08721 -1.79137 0.72023
H -0.60983 -2.74616 0.50557
H -0.99154 -1.11706 -1.82422
H -0.90122 -2.84974 -1.76705
H -3.03519 -1.73277 -2.77230
H -3.42398 -1.26186 -1.14858
H -3.93752 -3.40784 -0.45422
H -4.57005 -3.29613 -2.05528
H -3.37627 -6.22877 2.57077
H -4.55593 -5.73173 1.36537
H -3.45957 -7.04833 0.97901
H -0.98011 -5.89537 2.05627
H 0.55933 -5.34550 -0.52015
H 1.23822 -6.64949 -1.51606
H 3.06340 -6.05410 -0.38850
H 2.26187 -5.60977 0.96846
H -1.09801 -7.80819 -2.91338
H -1.98852 -5.72993 -5.66471
H -3.62369 -7.35306 -6.40565
H -3.32543 -8.34205 -4.99070
H -4.33985 -6.91671 -4.82815
H -4.06079 -4.80870 -4.84784
H -4.15073 -3.46456 -3.76835
H -3.09023 -2.42605 -5.38484
H -2.40217 -3.83862 -6.13681
H -0.76466 -2.24554 -5.41652
H -1.26755 -2.34900 -3.74599
H 2.38431 -4.81408 -3.33582
H 2.26826 -3.10192 -2.92489
H 1.00794 -4.25125 -2.38002
C 3.25220 3.25811 1.24132
O 4.11757 2.68389 0.23809
P 3.67415 1.35974 -0.51303
O 2.53102 0.67118 0.08500
O 5.02683 0.53588 -0.59871
C 5.56658 0.02561 0.62824
O 3.45486 1.77406 -2.01784
C 4.56849 2.13671 -2.84947
H 3.16032 2.57987 2.08713
H 3.71346 4.18964 1.55843
H 2.26675 3.45992 0.82573
H 4.81282 -0.54964 1.16541
H 5.92240 0.84605 1.25153
H 6.40049 -0.61814 0.36523
H 5.06663 1.23987 -3.21155
H 5.27766 2.75926 -2.30562
H 4.16618 2.69656 -3.68877
C -2.75398 1.89145 -4.57132
O -4.08188 1.97495 -4.02368
P -4.90274 0.64543 -3.74172
O -4.31087 -0.55751 -4.33395
O -6.36577 1.01680 -4.20466
C -6.60079 1.22187 -5.60763
O -5.04917 0.54708 -2.18153
C -5.89350 1.44930 -1.44314
H -2.78442 1.48174 -5.57888
H -2.36634 2.90513 -4.59928
H -2.11421 1.27370 -3.94309
H -6.24393 0.36755 -6.18174
H -6.10326 2.13227 -5.94077
H -7.67320 1.32610 -5.73638
H -6.92902 1.12470 -1.51658
H -5.79673 2.46831 -1.81504
H -5.56509 1.40472 -0.40841
C 2.75067 7.92172 4.37874
O 3.28998 8.69611 3.29097
P 3.97288 7.94285 2.06829
O 4.20933 6.52003 2.31715
O 5.23313 8.84718 1.76023
C 6.29470 8.89427 2.72424
O 3.05486 8.22400 0.82368
C 2.98719 9.53336 0.23441
H 3.54633 7.39671 4.90367
H 2.26918 8.62642 5.05036
H 2.01964 7.20199 4.01582
H 6.63285 7.88914 2.97067
H 5.96016 9.40754 3.62577
H 7.10907 9.45032 2.27052
H 3.84497 9.68854 -0.41594
H 2.95832 10.30729 1.00014
H 2.07261 9.56773 -0.34998
C -7.48904 -1.57383 1.83245
O -6.76151 -0.52075 2.48348
P -5.23571 -0.27227 2.10247
O -4.63927 -1.34187 1.30311
O -4.56279 0.02427 3.50067
C -4.44989 -1.05869 4.43627
O -5.19852 1.13993 1.41021
C -5.41149 2.34258 2.17231
H -7.07360 -2.54361 2.09967
H -8.51475 -1.50570 2.18293
H -7.46292 -1.45277 0.75060
H -3.96079 -1.91291 3.96839
H -5.43686 -1.34288 4.80143
H -3.84574 -0.70036 5.26353
H -4.49450 2.61643 2.68843
H -6.21789 2.21260 2.89243
H -5.68013 3.12090 1.46406
C 7.48318 6.56345 8.27521
O 7.74283 5.90923 7.02203
P 6.96013 4.56077 6.68314
O 6.25133 3.98237 7.82026
O 8.08536 3.66637 6.01463
C 9.14084 3.19095 6.86118
O 6.04416 4.90763 5.45265
C 6.60536 5.15464 4.15182
H 7.81020 5.94001 9.10448
H 8.05102 7.48977 8.26546
H 6.42300 6.78324 8.38626
H 8.72933 2.68177 7.73206
H 9.77185 4.02193 7.17744
H 9.72905 2.49256 6.27370
H 6.83013 4.20887 3.66211
H 7.51653 5.75035 4.22404
H 5.85774 5.68984 3.57343
*
```

***

DFT (the ωB97M-V functional and the def2-TZVPD basis) results for a 7-piece molecular cluster, C35H84O26P5 overall in a non-equilibrium geometry.

Orbital gap (alpha / beta) in eV: 9.770 / 7.078
Lowest unoccupied orbital energy (alpha / beta) in eV: 0.42 / -2.27
E in Eh: -5047.31891

ORCA input file:
```
! wB97M-V def2-TZVPD RIJCOSX def2/J DEFGRID3
* xyz 0 2
O 0.34844 0.49616 -0.94400
C -0.88752 0.55173 -0.81535
O -1.67011 -0.16615 -1.50029
O -1.36522 1.33250 0.03166
H 0.26659 -0.22890 -1.56785
C -4.14422 -6.76984 -1.55035
C -4.86978 -5.49456 -1.12621
O -4.36552 -5.15326 0.13323
P -3.34098 -3.91906 0.24446
O -3.86248 -2.48483 0.18775
O -2.58467 -4.21144 1.65617
C -2.00229 -5.42394 1.96728
C -2.73341 -6.16614 3.12859
O -2.23290 -4.28851 -0.92130
C -0.85305 -3.82038 -0.94644
C -0.24096 -4.41083 -2.25277
H -4.16386 -7.55565 -0.79524
H -4.69106 -7.16156 -2.40802
H -3.07336 -6.59109 -1.64745
H -4.68473 -4.73361 -1.88437
H -5.95930 -5.46655 -1.14331
H -1.95029 -6.10151 1.11505
H -0.97505 -5.18966 2.24655
H -3.79501 -5.99358 3.30560
H -2.86402 -7.23292 2.94684
H -2.20402 -6.03284 4.07203
H -0.84101 -2.73065 -0.92491
H -0.33531 -4.21336 -0.07146
H -0.69345 -4.04019 -3.17254
H 0.78634 -4.05311 -2.32184
H -0.32637 -5.49747 -2.25723
C 1.49821 -0.12529 -7.96185
C 1.69723 -1.36339 -7.08358
O 1.06664 -0.96701 -5.83977
P 1.84852 -1.36264 -4.42056
O 1.08122 -1.45890 -3.16221
O 3.05687 -0.26443 -4.39881
C 3.16166 0.59266 -3.29015
C 4.37188 1.52461 -3.38750
O 2.68023 -2.75355 -4.75210
C 3.48033 -3.17699 -3.65791
C 4.43529 -4.23071 -4.28858
H 0.46819 0.22713 -8.01604
H 2.17688 0.66120 -7.63176
H 1.80632 -0.32314 -8.98851
H 1.22777 -2.26177 -7.48435
H 2.75546 -1.58982 -6.95333
H 2.18378 1.04991 -3.13922
H 3.28540 -0.06424 -2.42919
H 5.30896 1.02110 -3.14985
H 4.55523 1.84630 -4.41269
H 4.37067 2.40649 -2.74689
H 4.03205 -2.40791 -3.11733
H 2.78988 -3.61518 -2.93723
H 5.22850 -4.59044 -3.63322
H 3.92402 -5.13339 -4.62303
H 5.00331 -3.79751 -5.11186
C 0.26083 5.40047 2.00270
C -0.87923 4.44204 1.52539
O -2.15447 4.99735 1.83109
P -3.27495 4.06296 2.51607
O -3.45060 2.80276 1.80508
O -4.57210 5.04109 2.64025
C -5.82762 4.57486 3.14412
C -7.07688 5.45834 2.77761
O -2.75269 3.97955 4.03665
C -2.60878 5.11993 4.78141
C -3.43326 4.87576 6.16001
H 0.67225 5.99703 1.18848
H -0.26989 6.05376 2.69525
H 1.05259 4.84221 2.50228
H -0.85683 4.25973 0.45098
H -0.72835 3.47247 2.00001
H -5.97606 3.66360 2.56474
H -5.70700 4.29458 4.19053
H -7.09480 6.26936 3.50564
H -7.07036 5.86339 1.76569
H -8.03729 4.94489 2.82335
H -1.55548 5.33717 4.95882
H -2.86772 5.97683 4.15951
H -2.95512 4.05776 6.69885
H -3.37441 5.74695 6.81243
H -4.48216 4.75399 5.88966
C 2.91897 -2.09655 1.91216
C 1.64432 -1.56600 1.20321
O 0.47887 -2.28201 1.69897
P -0.63863 -1.52118 2.58668
O -1.88069 -1.03597 1.92943
O -0.90909 -2.66784 3.69126
C -2.11046 -2.69124 4.51323
C -1.78735 -3.04535 5.98674
O 0.19210 -0.39056 3.40204
C 0.01644 0.92975 3.10173
C 0.22401 1.63599 4.42148
H 2.76529 -3.16909 2.03106
H 3.72289 -1.73485 1.27107
H 3.17535 -1.49993 2.78761
H 1.57169 -0.49226 1.03026
H 1.63579 -1.98815 0.19831
H -2.52483 -1.68615 4.43450
H -2.86550 -3.27963 3.99186
H -0.89811 -2.56316 6.39276
H -2.61342 -2.70331 6.61020
H -1.63881 -4.12505 5.96996
H 0.80294 1.20994 2.40101
H -0.97293 1.16848 2.71153
H 1.14414 1.36807 4.94081
H 0.33776 2.71525 4.31967
H -0.61361 1.61334 5.11861
C 9.62613 1.77065 -0.22616
C 8.58409 2.51256 0.57964
O 7.37717 2.88141 -0.14204
P 6.10734 3.26280 0.79317
O 6.00121 2.43868 2.04216
O 6.43407 4.80734 1.06598
C 7.08117 5.63865 0.10158
C 6.54256 7.07676 0.27110
O 4.84673 3.30305 -0.19515
C 3.65275 3.63128 0.39851
C 2.84191 2.35017 0.51493
H 9.75832 2.27186 -1.18502
H 10.57257 1.66533 0.30418
H 9.25794 0.76099 -0.40813
H 8.40254 1.78149 1.36747
H 9.08549 3.39689 0.97292
H 8.16491 5.71624 0.18880
H 6.86340 5.49651 -0.95694
H 7.19902 7.85248 -0.12314
H 5.59381 7.30732 -0.21346
H 6.40232 7.29717 1.32933
H 3.81118 4.24026 1.28853
H 3.12343 4.30214 -0.27814
H 1.78567 2.53293 0.71257
H 2.86006 1.72840 -0.38016
H 3.25590 1.72064 1.30259
C -8.73426 -2.35387 -3.56565
C -7.48202 -1.76041 -2.91937
O -6.30960 -2.43484 -3.38169
C -5.08228 -1.94885 -2.99967
O -4.81820 -1.03174 -2.20575
O -4.17281 -2.74501 -3.67143
C -2.77211 -2.29575 -3.59152
H -8.51665 -2.46572 -4.62784
H -9.59192 -1.74059 -3.28927
H -8.87617 -3.39328 -3.26972
H -7.51385 -1.74040 -1.83002
H -7.46668 -0.70726 -3.19997
H -2.33694 -2.49049 -2.61133
H -2.64705 -1.24541 -3.85467
H -2.25382 -2.87365 -4.35671
*
```